No. 1
Formula: C22H26N2O2
Source: OMol25
Level of theory: ωB97M-V/def2-TZVPD

The geometry in XYZ format:
```
52
Properties=species:S:1:pos:R:3:lowdin_charge:R:1
O -1.82154 -1.16353 1.54017 0.062
O -1.00786 1.43832 -1.61364 0.066
N -1.41645 -1.19282 -0.70839 0.140
N -0.59003 2.43606 0.36376 0.120
C 3.74339 1.26955 -1.11885 -0.077
C 4.06277 0.59793 0.04762 -0.100
C 0.81111 4.39704 0.71735 -0.032
C 2.62311 2.08007 -1.16835 -0.030
C 0.59747 3.13170 -0.10729 -0.320
C -0.79987 -2.50648 -0.87580 -0.289
C 3.27395 -2.61033 0.49722 -0.114
C -3.63916 0.79305 -0.60466 -0.151
C -5.88492 0.32761 0.36084 0.011
C 1.81103 2.22835 -0.05338 -0.193
C -2.36172 0.79165 0.25324 -0.140
C 3.25065 0.73020 1.16030 -0.084
C 0.92492 -2.49377 0.98061 -0.025
C 2.99105 -2.61179 -0.85686 -0.090
C 1.67775 -2.56609 -1.28926 -0.034
C -1.26480 1.58694 -0.42972 -0.448
C 0.63109 -2.52027 -0.37736 -0.177
C -1.65010 -3.59619 -0.22280 -0.034
C 2.23811 -2.54114 1.41234 -0.086
C 2.12998 1.53826 1.10943 -0.031
C -4.69239 -0.09095 -0.01756 -0.173
C -1.82569 -0.64112 0.44427 -0.468
H -2.58711 1.18861 1.24659 0.152
H 1.46409 -2.57533 -2.34915 0.109
H -4.41355 -1.12944 0.09936 0.103
H -1.30562 -0.55085 -1.48568 0.125
H 1.00816 4.14455 1.75721 0.078
H 4.29771 -2.66234 0.83826 0.103
H -0.06819 5.03515 0.66814 0.081
H 3.79308 -2.65432 -1.57933 0.103
H -6.18225 1.35923 0.26019 0.056
H 0.40103 3.39397 -1.15276 0.144
H -1.77681 -3.39721 0.83605 0.067
H -6.61786 -0.33971 0.78044 0.051
H -0.76349 2.43252 1.35645 0.146
H 2.37289 2.60034 -2.08133 0.115
H 1.50112 1.62788 1.98386 0.112
H 2.45192 -2.53246 2.47140 0.105
H -4.01117 1.81740 -0.68306 0.125
H 3.48989 0.20283 2.07128 0.103
H -0.78336 -2.68271 -1.95826 0.143
H -2.63183 -3.62881 -0.69044 0.081
H 0.12535 -2.42996 1.70088 0.101
H 1.66544 4.94642 0.33145 0.087
H -1.16540 -4.56083 -0.34931 0.086
H -3.38372 0.44947 -1.61061 0.120
H 4.36760 1.16265 -1.99375 0.103
H 4.94022 -0.02930 0.08893 0.101
```

ΔE to the lowest compared entry with this formula, charge and spin in eV: 0.914
Kohn-Sham gap in eV: 9.590
Max |F| in eV/A: 0.6
E in eV: -30312.29383
SMILES: C=CC[C@H](C(=O)N[C@@H](C)c1ccccc1)C(=O)N[C@H](C)c1ccccc1



No. 2
Formula: C22H26N2O2
Source: OMol25
Level of theory: ωB97M-V/def2-TZVPD

The geometry in XYZ format:
```
52
Properties=species:S:1:pos:R:3:lowdin_charge:R:1
O -0.76255 4.62705 -0.06170 0.060
O 1.63545 1.95426 -0.18715 0.095
N -2.03907 -0.02389 0.69279 0.134
N -0.09192 1.24041 1.02922 0.071
C 2.83194 -2.81090 -0.75310 -0.122
C 1.46111 -2.84618 -0.08371 -0.286
C 0.12739 -0.64693 -1.49914 -0.075
C 0.93569 1.01901 0.14862 -0.360
C 2.56812 -0.35676 -1.09317 -0.088
C -1.81360 2.82258 -0.82863 -0.015
C -2.96788 -0.85466 1.13458 -0.118
C -2.10644 3.91486 -1.68272 -0.058
C 1.18731 -0.38020 -0.41855 -0.320
C -0.95513 -0.16653 2.81052 -0.018
C 0.38135 -3.10401 -1.13383 -0.116
C 1.78201 -1.94871 -2.84585 -0.119
C -1.93405 -1.02907 3.26786 -0.050
C -0.98886 3.31314 0.13905 -0.244
C -1.19750 2.88194 2.57510 -0.020
C 1.17775 -1.51248 0.61132 -0.077
C 2.84943 -1.68647 -1.78548 -0.289
C -0.34569 2.65928 1.32786 -0.232
C -2.96864 -1.38445 2.41370 -0.053
C 0.40999 -1.98725 -2.17630 -0.286
C -1.44162 4.98144 -1.16639 -0.123
C -1.04738 0.31457 1.50228 -0.322
H 0.55577 -4.06863 -1.61621 0.120
H -3.75081 -2.05487 2.73207 0.102
H 3.83521 -1.64170 -2.26185 0.141
H 0.63569 3.12849 1.47247 0.155
H 1.97948 -2.89869 -3.34849 0.119
H -0.72590 2.45810 3.45760 0.076
H 1.80510 -1.15856 -3.59919 0.121
H -0.12040 0.11659 3.43170 0.124
H -2.16071 1.81385 -0.91674 0.091
H 3.03487 -3.76947 -1.23648 0.119
H -1.30616 3.95359 2.72405 0.091
H 2.59846 0.45912 -1.81607 0.127
H -0.60088 -3.14049 -0.65525 0.118
H 3.33422 -0.15390 -0.34170 0.132
H 1.43921 -3.64667 0.66574 0.141
H -1.89042 -1.42202 4.27313 0.110
H 3.60854 -2.64202 -0.00357 0.119
H -2.72473 3.90038 -2.55686 0.097
H 0.15816 0.15878 -2.23622 0.137
H -1.37159 6.00503 -1.47683 0.116
H -0.36172 -2.17426 -2.93182 0.141
H -0.86778 -0.65582 -1.05291 0.099
H 0.20919 -1.58791 1.10281 0.101
H -3.74550 -1.09842 0.42248 0.111
H 1.93411 -1.32028 1.37683 0.136
H -2.18863 2.44970 2.45413 0.089
```

ΔE to the lowest compared entry with this formula, charge and spin in eV: 1.167
Kohn-Sham gap in eV: 8.796
Max |F| in eV/A: 0.9
E in eV: -30312.04090
SMILES: C[C@H](c1ccco1)N(c1ccccn1)C(=O)[C@]12C[C@H]3C[C@H](C[C@H](C3)C1)C2



No. 3
Formula: C22H26N2O2SSe3Si2TeZr
Source: OMol25
Level of theory: ωB97M-V/def2-TZVPD

The geometry in XYZ format:
```
60
Properties=species:S:1:pos:R:3:lowdin_charge:R:1
Te 3.27161 -2.59575 1.95382 -0.100
Zr -0.19029 -0.12805 0.62763 0.902
Se 1.03802 -1.67886 -1.51972 -0.140
Se 1.80368 -0.98511 -3.59095 -0.209
Se 2.49465 -0.89330 0.23332 -0.267
S -0.43353 -2.88181 1.26104 0.513
Si 0.89568 2.01442 -0.79087 0.430
Si -1.26168 2.28535 1.40740 0.520
O -2.06055 -0.56979 -0.48238 -0.136
O -2.27892 -0.42284 1.69611 -0.135
N 2.63631 -0.21483 6.43534 0.099
N 0.59612 0.09391 2.81695 -0.111
C 2.36686 0.79184 4.25047 -0.018
C 0.82103 3.68658 0.16162 -0.316
C 2.66938 2.02411 -1.47186 -0.300
C -2.52268 -4.66196 1.05478 -0.126
C -3.84157 -5.02302 0.82675 -0.123
C 1.68823 0.82981 3.05769 -0.181
C -0.25546 5.01174 1.87935 -0.118
C -3.10736 -2.38098 0.66320 -0.171
C -2.54695 -1.00819 0.61492 -0.680
C -1.73761 2.32452 3.25769 -0.236
C -4.80244 -4.06934 0.50936 -0.128
C 1.67032 4.76903 -0.08811 -0.113
C 0.12324 -0.67381 3.80265 -0.153
C -4.42089 -2.73595 0.42293 -0.048
C 0.60175 6.07482 1.62560 -0.129
C -0.15783 3.81653 1.16336 -0.320
C 1.56876 5.95106 0.63512 -0.125
C -0.22445 2.24258 -2.31995 -0.231
C -2.89283 2.69768 0.51060 -0.218
C -2.11059 -3.32424 0.98196 -0.593
C 0.75335 -0.78826 5.02214 -0.011
C 1.92770 -0.07793 5.24766 -0.326
H -2.31797 1.43560 3.51423 0.008
H 2.24698 6.77400 0.43227 0.083
H 2.43549 4.68693 -0.85341 0.082
H 2.48825 -1.10114 6.89242 0.085
H 2.86895 1.11809 -2.04495 -0.069
H -0.76249 -1.24883 3.56752 0.086
H -0.20460 3.27581 -2.68190 0.017
H 3.40290 2.09019 -0.66262 0.013
H 2.02961 1.45788 2.24255 0.104
H -1.00576 5.11225 2.65944 0.085
H -0.85075 2.35145 3.89728 0.011
H 3.26790 1.37753 4.37570 0.113
H -3.29196 3.65750 0.85603 0.014
H 0.36124 -1.47056 5.76517 0.111
H -2.75044 2.75222 -0.56994 0.005
H 0.52326 6.99255 2.19992 0.082
H -1.78084 -5.41621 1.28697 0.091
H 3.61963 -0.01226 6.34127 0.087
H 2.81943 2.87796 -2.14297 0.015
H -4.12248 -6.06894 0.89061 0.087
H 0.14143 1.57463 -3.10500 -0.022
H -5.82971 -4.35930 0.32526 0.081
H -3.63322 1.91963 0.71588 0.013
H -1.26191 1.96836 -2.11579 -0.004
H -5.14523 -1.97053 0.16845 0.109
H -2.34664 3.20603 3.48853 0.009
```

ΔE to the lowest compared entry with this formula, charge and spin in eV: 0.745
Charge: -2
Kohn-Sham gap in eV: 5.241
Max |F| in eV/A: 0.5
E in eV: -261521.25959



No. 4
Formula: C22H26N2O3
Source: OMol25
Level of theory: ωB97M-V/def2-TZVPD

The geometry in XYZ format:
```
53
Properties=species:S:1:pos:R:3:lowdin_charge:R:1
O 2.11004 -2.60624 -1.57130 -0.050
O -0.01763 3.78860 -0.02335 0.083
O 1.57324 2.42207 -0.83896 -0.013
N 2.80485 -1.51392 1.16124 -0.285
N -2.38291 0.26110 -0.25213 0.047
C 3.56820 -2.46443 0.37343 -0.175
C 3.55776 -0.32230 1.47784 -0.101
C -6.37925 -0.90330 0.13896 -0.088
C 2.19401 -2.08916 2.33696 -0.096
C -4.42726 0.14982 1.05716 -0.015
C -1.36056 -0.59840 -0.61125 -0.153
C 0.33259 2.68012 -0.37415 -0.424
C -0.51416 1.50092 -0.36993 -0.022
C -4.36297 -0.78924 -1.15800 -0.015
C -1.37870 -1.96727 -0.83371 -0.008
C 1.03288 -0.49143 -0.99707 0.052
C 3.38889 -2.20913 -1.13080 -0.174
C -2.73047 2.68170 0.23321 0.003
C -0.18484 -2.57955 -1.14124 -0.006
C -1.87452 1.51809 -0.10342 -0.159
C 2.48042 3.51585 -0.92373 -0.217
C 1.01702 -1.85692 -1.21898 -0.264
C -0.16459 0.14360 -0.68673 -0.080
C 3.83851 3.10638 -0.37706 -0.065
C -3.72905 -0.12175 -0.11448 -0.203
C -5.74932 -0.23808 1.17737 -0.075
C -5.68283 -1.17936 -1.02619 -0.075
H -2.78606 2.81921 1.31326 0.095
H 4.08412 -2.83996 -1.69220 0.127
H 2.06629 4.35900 -0.35977 0.116
H -6.28764 -0.02499 2.08882 0.105
H -3.92849 0.65144 1.87189 0.118
H -2.28429 3.58225 -0.18059 0.079
H 4.23634 2.26950 -0.94574 0.069
H 2.88007 0.42345 1.89135 0.086
H 4.52786 3.94273 -0.45360 0.076
H 3.75275 2.81191 0.66585 0.071
H 4.00276 0.08108 0.57100 0.069
H 1.57215 -1.33120 2.81171 0.084
H 4.36439 -0.51132 2.20622 0.089
H 2.56139 3.80193 -1.97907 0.128
H 4.64302 -2.43798 0.61754 0.122
H -7.41054 -1.20661 0.23749 0.102
H 1.55381 -2.91846 2.04004 0.084
H -6.17136 -1.69547 -1.83916 0.105
H -0.14481 -3.64163 -1.32544 0.114
H -3.73979 2.54864 -0.15273 0.087
H 1.93547 0.08962 -1.04386 0.101
H 3.20031 -3.47281 0.57621 0.124
H -3.81842 -0.98697 -2.06900 0.122
H 2.92951 -2.44999 3.07462 0.085
H 3.59267 -1.16186 -1.37449 0.110
H -2.29088 -2.53930 -0.75408 0.109
```

ΔE to the lowest compared entry with this formula, charge and spin in eV: 1.892
Kohn-Sham gap in eV: 8.191
Max |F| in eV/A: 0.8
E in eV: -32358.93515
SMILES: CCOC(=O)c1c(C)n(-c2ccccc2)c2ccc(OCCN(C)C)cc12